Entry i
Formula: C3H8N3O
Source: OMol25
Level of theory: ωB97M-V/def2-TZVPD

Cartesian coordinates (Å):
1 C 1.129 -1.035 0.260
2 C 2.015 0.039 -0.144
3 C -0.422 1.000 -0.083
4 N 0.614 0.076 -0.581
5 N -2.722 0.286 0.194
6 N -1.389 0.054 0.581
7 O -1.933 -0.753 -0.407
8 H 1.102 -2.035 -0.212
9 H 0.899 -1.081 1.271
10 H 2.175 0.601 0.762
11 H 2.751 -0.025 -0.978
12 H -0.197 1.581 0.759
13 H -1.081 1.712 -0.719
14 H 0.519 -0.220 -1.549
15 H -3.459 -0.199 0.844

## Properties
Gap between HOMO and LUMO: 0.4157 hartree
Structure (SMILES): C1C[NH+]1Cn1[nH]o1
Highest occupied orbital energy: -14.55 eV
Multiplicity: 1
Charge: +1

These are the natural (NBO) partial charges, in e, on atoms 1 to 8: -0.20, -0.22, -0.13, -0.36, -0.17, -0.04, -0.27, 0.26



Entry ii
Formula: C3H8N3O
Source: OMol25
Level of theory: ωB97M-V/def2-TZVPD

Cartesian coordinates (Å):
1 C -2.062 0.254 -0.235
2 C 0.200 0.581 -0.655
3 C 0.974 -0.617 -0.175
4 N -1.827 -0.273 -1.465
5 N -0.786 -0.265 -1.934
6 N 1.522 -0.158 1.132
7 O -0.819 0.863 0.191
8 H -2.812 1.132 -0.369
9 H -2.380 -0.598 0.578
10 H 0.884 1.395 -0.956
11 H 1.853 -0.813 -0.855
12 H 0.320 -1.485 0.197
13 H 1.992 0.812 1.057
14 H 2.186 -0.811 1.577
15 H 0.755 -0.018 1.911

## Properties
Gap between HOMO and LUMO: 0.3361 hartree
Structure (SMILES): [NH3+]C[C@H]1N=NCO1
Highest occupied orbital energy: -13.10 eV
Multiplicity: 1
Charge: +1

These are the natural (NBO) partial charges, in e, on atoms 1 to 8: 0.01, 0.07, -0.27, -0.11, 0.01, -0.70, -0.55, 0.25



Most stable pick: entry ii. Distance to second place: 317.2 kJ/mol.